1.
109
Properties=species:S:1:pos:R:3 method="wB97M-V/def2-TZVPD" gap_ev=4.63 total_charge=-2 max_force_ev_per_a=1.94 e_homo_ev=-0.61 spin_multiplicity=1 lumo_energy_ha=0.1476 de_lowest_kj_mol=164.5
Ti 0.351 -0.170 -0.339
S -3.191 1.892 -0.058
P -2.769 0.241 0.950
C -1.106 -0.300 1.293
P -1.030 -2.030 1.257
S -0.317 -2.737 -0.511
C 0.052 -2.665 2.621
C -0.026 -2.067 3.871
C 0.672 -2.592 4.952
C 1.437 -3.740 4.796
C 1.480 -4.369 3.559
C 0.784 -3.837 2.481
C -2.463 -3.058 1.805
C -3.181 -2.679 2.937
C -4.156 -3.512 3.461
C -4.423 -4.736 2.858
C -3.705 -5.120 1.738
C -2.723 -4.283 1.215
C -3.853 -1.002 0.138
C -4.960 -1.631 0.702
C -5.634 -2.628 0.010
C -5.213 -3.004 -1.260
C -4.126 -2.365 -1.840
C -3.453 -1.368 -1.148
C -3.556 0.736 2.548
C -4.916 1.027 2.661
C -5.439 1.498 3.854
C -4.609 1.721 4.950
C -3.249 1.494 4.828
C -2.726 1.007 3.632
H -0.627 -1.172 3.987
H 0.617 -2.104 5.918
H 1.992 -4.143 5.636
H 2.057 -5.278 3.433
H 0.818 -4.319 1.510
H -2.984 -1.721 3.405
H -4.712 -3.204 4.338
H -5.189 -5.386 3.265
H -3.900 -6.077 1.268
H -2.161 -4.572 0.334
H -5.289 -1.361 1.696
H -6.479 -3.125 0.473
H -5.735 -3.790 -1.794
H -3.791 -2.645 -2.831
H -2.608 -0.866 -1.604
H -5.556 0.904 1.797
H -6.501 1.703 3.930
H -5.023 2.079 5.885
H -2.587 1.696 5.662
H -1.661 0.841 3.514
O 1.308 1.315 0.279
S 2.386 1.283 -0.958
O 3.714 1.296 -0.333
O -0.531 0.463 -1.709
O 2.050 -0.216 -1.344
C 1.512 5.834 -0.102
Si 0.167 6.169 -1.371
C -0.203 8.029 -1.160
C 0.821 6.016 -3.122
C -1.318 5.117 -1.102
Te -0.449 3.077 -1.205
C -1.338 2.539 -3.054
Si -0.489 0.748 -3.524
C 1.148 1.536 -4.114
C -1.676 0.635 -5.074
C -0.014 -1.137 -3.732
H 2.445 6.342 -0.364
H 1.724 4.766 -0.030
H 1.203 6.182 0.889
H 0.688 8.637 -1.352
H -0.546 8.253 -0.146
H -0.982 8.351 -1.858
H 1.665 6.690 -3.301
H 0.035 6.257 -3.845
H 1.144 4.991 -3.314
H -2.080 5.225 -1.873
H -1.763 5.254 -0.114
H -1.129 3.327 -3.782
H -2.414 2.445 -2.875
H 1.347 2.471 -3.584
H 1.089 1.746 -5.188
H 2.004 0.877 -3.941
H -1.724 1.602 -5.587
H -2.698 0.375 -4.768
H -1.347 -0.122 -5.794
H 0.799 -1.443 -3.068
H 0.301 -1.325 -4.765
H -0.868 -1.795 -3.519
C 2.113 0.723 3.054
N 3.273 -0.037 2.611
C 4.507 0.732 2.669
C 3.094 -0.971 1.628
N 1.927 -1.241 1.162
N 4.265 -1.671 1.274
C 4.766 -2.557 2.309
C 4.270 -2.274 -0.046
H 2.308 1.083 4.069
H 1.234 0.086 3.052
H 1.917 1.568 2.393
H 4.393 1.670 2.118
H 5.321 0.175 2.218
H 4.744 0.948 3.715
H 1.983 -2.068 0.573
H 4.711 -2.066 3.279
H 5.809 -2.810 2.099
H 4.187 -3.491 2.363
H 3.795 -1.599 -0.753
H 3.755 -3.248 -0.071
H 5.308 -2.429 -0.351

***

2.
108
Properties=species:S:1:pos:R:3 method="wB97M-V/def2-TZVPD" gap_ev=5.48 total_charge=-1 max_force_ev_per_a=2.75 e_homo_ev=-3.25 spin_multiplicity=1 lumo_energy_ha=0.0820 de_lowest_kj_mol=142.1
Ba 0.146 -0.781 -0.320
C -3.904 2.199 -2.762
C -3.766 1.704 -1.322
C -4.778 2.391 -0.402
C -4.491 2.252 1.072
C -3.645 1.447 1.755
C -2.619 0.531 1.347
N -2.226 0.464 -0.049
C -2.067 -0.374 2.250
C -2.567 -0.508 3.599
C -1.873 -1.225 4.520
C -0.709 -1.918 4.138
C -0.375 -1.916 2.796
N -1.020 -1.191 1.870
C 0.789 -2.729 2.350
C 1.205 -3.832 3.096
C 2.341 -4.517 2.707
C 3.002 -4.118 1.560
C 2.482 -3.063 0.817
C 3.075 -2.724 -0.516
N 1.418 -2.375 1.225
H -4.897 1.996 -3.169
H -3.168 1.719 -3.411
H -3.746 3.281 -2.812
H -4.767 3.463 -0.643
H -5.130 2.891 1.679
H -3.714 1.571 2.830
H -3.495 -0.040 3.888
H -2.220 -1.285 5.545
H -0.116 -2.439 4.875
H 0.644 -4.152 3.961
H 2.701 -5.358 3.286
H 3.899 -4.624 1.226
H 4.125 -3.009 -0.556
H 2.987 -1.661 -0.720
H 2.525 -3.272 -1.287
C 2.490 1.140 -2.999
C 3.528 0.887 -1.937
C 4.875 0.917 -2.275
C 5.806 0.633 -1.276
C 5.375 0.388 0.002
C 3.982 0.423 0.311
N 3.086 0.620 -0.708
N 3.489 0.281 1.538
Si 4.262 0.190 3.038
C 2.888 0.319 4.333
C 5.467 1.635 3.343
C 5.236 -1.403 3.418
H 2.684 2.091 -3.496
H 1.492 1.159 -2.570
H 2.511 0.355 -3.757
H 5.181 1.128 -3.292
H 6.865 0.610 -1.510
H 6.071 0.175 0.805
H 2.440 1.316 4.326
H 3.265 0.129 5.343
H 2.096 -0.405 4.133
H 4.923 2.579 3.257
H 6.257 1.650 2.587
H 5.943 1.609 4.326
H 4.564 -2.265 3.428
H 5.725 -1.347 4.394
H 6.008 -1.598 2.669
C -2.410 4.912 -0.635
Si -1.501 3.348 -0.032
C -1.284 3.570 1.830
C 0.209 3.460 -0.834
C -2.293 1.765 -0.797
Si -3.591 -0.186 -1.009
C -4.719 -1.296 0.014
C -6.217 1.907 -0.671
C -3.260 -1.138 -2.599
H -1.775 5.779 -0.434
H -3.359 5.074 -0.120
H -2.603 4.893 -1.710
H -0.678 4.465 2.001
H -0.764 2.719 2.269
H -2.236 3.698 2.341
H 0.693 4.407 -0.580
H 0.137 3.405 -1.924
H 0.862 2.652 -0.494
H -1.653 1.610 -1.683
H -5.057 -0.803 0.925
H -4.145 -2.183 0.299
H -5.588 -1.626 -0.561
H -6.930 2.553 -0.157
H -6.346 0.891 -0.296
H -6.457 1.920 -1.737
H -2.906 -2.148 -2.378
H -2.531 -0.645 -3.241
H -4.202 -1.223 -3.148
O 0.854 0.956 1.359
H 1.848 0.742 1.413
H 0.541 0.724 2.241
C -0.428 -2.001 -6.334
N -0.360 -2.340 -4.925
C -0.490 -3.632 -4.519
C -0.455 -3.979 -3.222
C -0.262 -2.926 -2.236
O -0.253 -3.165 -1.011
N -0.090 -1.659 -2.672
C -0.180 -1.305 -3.967
O -0.142 -0.142 -4.364
H 0.306 -2.576 -6.901
H -0.210 -0.941 -6.418
H -1.425 -2.192 -6.736
H -0.630 -4.359 -5.310
H -0.573 -4.998 -2.886